{"formula": "C21H23F2NO5", "method": "wB97M-V/def2-TZVPD", "smiles": "CCOc1cc(C(=O)N2CCc3cc(OC)c(OC)cc3C2)ccc1OC(F)F", "orbital_gap_ha": 0.3180, "e_above_lowest_kj_mol": 0.0, "mol_weight_da": 407.413, "multiplicity": 1, "e_homo_ev": -8.0, "species": ["C", "C", "O", "C", "C", "C", "C", "O", "N", "C", "C", "C", "C", "C", "O", "C", "C", "O", "C", "C", "C", "C", "C", "C", "C", "O", "C", "F", "F", "H", "H", "H", "H", "H", "H", "H", "H", "H", "H", "H", "H", "H", "H", "H", "H", "H", "H", "H", "H", "H", "H", "H"], "positions_angstrom": [[-2.319, -1.343, -2.700], [-3.375, -1.593, -1.628], [-4.206, -0.470, -1.427], [-3.731, 0.643, -0.818], [-2.552, 0.693, -0.077], [-2.136, 1.857, 0.554], [-0.922, 1.867, 1.433], [-1.021, 2.106, 2.624], [0.269, 1.612, 0.848], [0.515, 1.389, -0.554], [1.000, -0.046, -0.767], [2.124, -0.372, 0.181], [2.954, -1.462, -0.082], [3.983, -1.806, 0.772], [4.835, -2.853, 0.597], [4.650, -3.683, -0.521], [4.199, -1.030, 1.935], [5.235, -1.429, 2.723], [5.491, -0.709, 3.902], [3.370, 0.044, 2.190], [2.328, 0.377, 1.325], [1.464, 1.564, 1.660], [-2.915, 3.001, 0.467], [-4.081, 2.975, -0.272], [-4.492, 1.818, -0.915], [-5.703, 1.962, -1.608], [-6.152, 1.113, -2.535], [-5.229, 0.790, -3.474], [-6.611, -0.062, -2.041], [-2.806, -1.043, -3.624], [-1.750, -2.252, -2.876], [-1.637, -0.551, -2.399], [-2.919, -1.919, -0.685], [-4.067, -2.371, -1.960], [-1.960, -0.200, 0.042], [1.299, 2.084, -0.879], [-0.389, 1.593, -1.130], [0.176, -0.744, -0.588], [1.327, -0.178, -1.800], [2.773, -2.036, -0.977], [3.663, -4.158, -0.512], [5.418, -4.452, -0.445], [4.781, -3.134, -1.460], [4.636, -0.738, 4.586], [6.341, -1.203, 4.368], [5.751, 0.334, 3.690], [3.511, 0.647, 3.073], [2.044, 2.488, 1.514], [1.147, 1.530, 2.706], [-2.608, 3.901, 0.976], [-4.704, 3.849, -0.364], [-7.000, 1.600, -3.049]], "forces_ev_per_angstrom": [[-0.31, 0.06, 0.25], [0.34, -0.25, -0.18], [0.00, 0.36, 0.36], [-0.06, 0.02, -0.07], [-0.09, 0.00, -0.02], [-0.33, 0.04, 0.05], [-0.16, 0.08, 0.01], [-0.14, 0.12, 0.18], [0.34, -0.10, 0.02], [-0.06, -0.25, -0.44], [-0.05, 0.22, 0.03], [-0.03, 0.16, 0.17], [0.23, -0.16, 0.10], [0.07, -0.05, 0.04], [-0.04, 0.31, 0.29], [-0.04, -0.12, -0.18], [0.07, -0.05, 0.00], [-0.17, -0.14, -0.36], [0.03, 0.13, 0.18], [0.19, -0.15, 0.03], [-0.08, -0.13, -0.30], [0.05, 0.13, 0.38], [0.15, -0.13, 0.02], [-0.07, -0.26, -0.14], [-0.07, 0.05, -0.13], [0.70, 0.19, 0.80], [-1.14, -0.32, -1.23], [0.27, 0.20, -0.10], [-0.20, 0.03, 0.25], [-0.01, 0.01, -0.09], [0.10, -0.09, -0.03], [0.11, 0.04, 0.00], [-0.09, 0.00, -0.07], [0.12, 0.05, 0.12], [0.06, -0.13, -0.06], [-0.08, -0.01, -0.03], [0.16, 0.02, 0.04], [-0.08, 0.02, -0.10], [-0.02, -0.02, -0.03], [0.04, -0.11, -0.10], [0.03, 0.03, -0.01], [-0.07, 0.03, -0.05], [-0.02, -0.01, 0.04], [0.02, 0.01, -0.03], [-0.06, 0.07, 0.01], [-0.03, -0.03, 0.01], [0.08, 0.03, 0.16], [-0.09, -0.04, 0.06], [0.10, 0.05, -0.17], [0.01, 0.10, 0.08], [-0.08, 0.11, -0.03], [0.38, -0.10, 0.28]], "lowdin_charge": [-0.0496, -0.2190, -0.0625, -0.1773, 0.0404, -0.1418, -0.4145, 0.0761, -0.0371, -0.1332, -0.1138, -0.1730, 0.0320, -0.1945, -0.0636, -0.0855, -0.1944, -0.0631, -0.0831, 0.0363, -0.1476, -0.0807, -0.0103, 0.0167, -0.1295, 0.0893, -0.4606, 0.0924, 0.0891, 0.0813, 0.0799, 0.0560, 0.1176, 0.1304, 0.1132, 0.1381, 0.1187, 0.1089, 0.1225, 0.1107, 0.0966, 0.0943, 0.0960, 0.0975, 0.0943, 0.0967, 0.1142, 0.1438, 0.1303, 0.1223, 0.1252, 0.1736]}